(1)
Formula: C5H6Cl2Si
Source: OMol25
Level of theory: ωB97M-V/def2-TZVPD

Last column: natural (NBO) charge in e.
Geometry (Å):
C -1.21103 0.89562 1.01912  -0.29
C -1.74179 -0.22646 0.31196  -0.24
C -0.08286 1.30118 0.35963  -0.30
C -1.05144 -0.39698 -0.85623  -0.33
C -0.04644 0.58876 -0.88289  -0.37
Si 1.86786 -0.86092 -0.01786  1.20
Cl 2.33266 -1.99676 -1.55042  -0.34
Cl 1.10328 -1.79787 1.54881  -0.30
H -1.38621 1.34529 1.93481  0.21
H -2.55332 -0.86614 0.62273  0.21
H 0.65173 2.13503 0.65988  0.22
H -1.42095 -1.22967 -1.43905  0.23
H 0.53220 1.07048 -1.70078  0.25
H 3.00632 0.03843 -0.00970  -0.17

Properties
Energy relative to the best compared isomer or geometry (same formula, charge and spin) (kJ/mol): 93.2
Total energy (eV): -38204.72058
Gap between HOMO and LUMO (eV): 8.33
Largest force on an atom (Eh/bohr): 0.0895

(2)
Formula: C27H39FN8O7PtSi
Source: OMol25
Level of theory: ωB97M-V/def2-TZVPD

Last column: Löwdin charge in e.
Geometry (Å):
Pt 0.42762 -1.99757 2.36228  1.68
C -4.30900 3.93169 0.92198  -0.05
C -4.16504 2.74661 -0.02097  -0.17
N -2.95056 1.95719 0.26062  0.00
C -3.04185 0.95423 1.13743  0.08
C -2.02691 0.08643 1.44405  -0.06
C -2.34887 -1.00896 2.40608  -0.58
O -3.34040 -0.92619 3.08210  0.14
O -1.57278 -2.07533 2.34639  -0.19
C -0.78278 0.24325 0.83474  -0.26
O 0.24899 -0.50669 0.97952  -0.12
C -0.65365 1.36682 -0.06962  -0.04
C 0.57196 1.60860 -0.70621  0.10
C 0.70747 2.63363 -1.59010  -0.18
F 1.90101 2.77903 -2.19810  0.08
C -0.35773 3.51332 -1.88835  -0.12
C -1.55586 3.28287 -1.23552  0.06
C -1.73587 2.21059 -0.35108  -0.10
N -0.23203 4.61998 -2.74931  -0.08
C 1.06872 5.01146 -3.30631  -0.12
C 0.92450 6.36779 -4.00830  -0.07
N -0.15014 7.14052 -3.30773  0.07
C -1.49678 6.52235 -3.57602  -0.07
C -1.32548 5.00013 -3.63219  -0.12
H -5.22271 4.47567 0.68498  0.09
H -3.46222 4.61543 0.84531  0.08
H -4.37710 3.58896 1.95425  0.09
H -4.14978 3.05750 -1.06269  0.11
H -5.01271 2.07622 0.10144  0.13
H -3.99864 0.81259 1.62509  0.16
H 1.41532 0.96207 -0.50624  0.15
H -2.37369 3.97047 -1.39046  0.10
H 1.45859 4.28913 -4.02695  0.14
H 1.78462 5.09461 -2.49215  0.14
H 0.63482 6.27031 -5.05194  0.14
H 1.86356 6.91363 -3.96309  0.14
H -0.14466 8.12295 -3.58242  0.19
H 0.03734 7.09317 -2.30453  0.19
H -1.87286 6.90051 -4.52466  0.14
H -2.17096 6.82886 -2.77960  0.14
H -1.10537 4.68008 -4.65657  0.14
H -2.25578 4.52240 -3.34598  0.12
C 4.06342 -0.92574 2.71859  -0.01
C 3.60831 -1.75414 1.56121  -0.26
C 4.49649 -2.16959 0.59337  -0.02
C 4.04054 -2.91016 -0.50300  -0.02
C 2.70696 -3.20610 -0.64453  0.00
C 1.84196 -2.78006 0.36875  -0.44
N 2.30536 -2.11357 1.42508  0.02
N 0.51419 -3.00771 0.50435  -0.13
Si -0.73167 -3.55943 -0.64673  0.46
C -0.07436 -3.53791 -2.39543  -0.16
C -2.27725 -2.52716 -0.66908  -0.15
C -1.17762 -5.27944 -0.08341  -0.16
H 5.14843 -0.86921 2.73279  0.09
H 3.69643 -1.32370 3.65897  0.08
H 3.65889 0.08430 2.63349  0.10
H 5.54142 -1.91905 0.69972  0.12
H 4.75176 -3.25645 -1.24228  0.12
H 2.33892 -3.77637 -1.48351  0.10
H 0.50292 -2.63602 -2.61123  0.04
H -0.92854 -3.55898 -3.07521  0.04
H 0.54526 -4.40627 -2.62769  0.03
H -2.08478 -1.50987 -1.01990  0.04
H -2.74870 -2.47766 0.30874  0.03
H -2.98178 -2.99387 -1.36206  0.05
H -0.34512 -5.97709 -0.21508  0.03
H -2.02478 -5.66133 -0.65726  0.05
H -1.46606 -5.27650 0.97141  0.04
O -0.27885 0.27306 3.52009  -0.01
N 0.81763 0.24802 4.07024  -0.51
O 1.31130 1.14598 4.69824  0.12
O 1.49101 -0.87371 3.90195  -0.16
C 2.05067 -6.44105 1.87196  -0.03
N 1.34521 -5.21908 2.22284  0.05
C 1.34761 -4.64774 3.41457  -0.52
N 1.88246 -5.29819 4.45611  0.23
O 0.88122 -3.47827 3.64695  -0.12
H 2.28861 -6.41047 0.81177  0.09
H 1.45229 -7.33192 2.06935  0.10
H 2.98656 -6.50917 2.42561  0.10
H 0.84977 -4.71565 1.49431  0.07
H 1.96569 -6.29983 4.44020  0.12
H 1.83597 -4.84923 5.35655  0.14

Properties
Energy relative to the best compared isomer or geometry (same formula, charge and spin) (kJ/mol): 171.7
Total energy (eV): -68711.86096
Total charge: +2
Gap between HOMO and LUMO (eV): 7.39
Largest force on an atom (Eh/bohr): 0.1023

(3)
Formula: C6H9BNO2
Source: OMol25
Level of theory: ωB97M-V/def2-TZVPD

Last column: natural (NBO) charge in e.
Geometry (Å):
C 0.20314 -2.66535 1.74935  -0.28
O 1.13248 -2.07212 0.77565  -0.73
B 0.37450 -1.56445 -0.35813  1.19
O -0.12271 -2.53977 -1.28000  -0.87
C 0.13422 0.04305 -0.42723  -0.36
C 1.19807 0.93367 -1.15547  -0.09
C 0.92216 2.48584 -1.14252  -0.20
C -0.37126 3.00022 -0.42552  0.07
N -1.29822 2.10237 0.22351  -0.47
C -1.12895 0.67224 0.26032  0.08
H -0.45262 -1.86693 2.27260  0.16
H 0.81620 -3.16308 2.59509  0.23
H -0.45406 -3.46335 1.24997  0.20
H -0.21961 -2.18344 -2.19063  0.51
H 2.15314 0.51640 -1.64367  0.28
H 1.68227 3.18028 -1.64777  0.28
H -0.58784 4.11757 -0.36688  0.27
H -2.12333 2.50250 0.70923  0.46
H -1.85757 -0.03565 0.80209  0.28

Properties
Total energy (eV): -12620.93963
SMILES: COB(O)c1ccc[nH+]c1
Total charge: +1
Gap between HOMO and LUMO (eV): 8.31
Largest force on an atom (Eh/bohr): 0.0964

(4)
Formula: C36H102N6O18
Source: OMol25
Level of theory: ωB97M-V/def2-TZVPD

Last column: Löwdin charge in e.
Geometry (Å):
C -0.08783 -2.23289 3.49069  -0.09
O 0.33094 -1.54570 4.65834  -0.23
C -0.49037 -1.72228 5.81652  -0.18
C 0.22121 -1.29595 7.12145  -0.45
C 1.65330 -1.77986 7.12660  -0.07
N -0.54808 -1.73142 8.28817  0.03
H 0.54720 -1.83329 2.69573  0.08
H -1.11355 -2.02008 3.23956  0.06
H 0.05243 -3.31137 3.51262  0.09
H -1.40088 -1.10592 5.67964  0.12
H -0.81531 -2.78339 5.79176  0.13
H 0.24619 -0.23137 7.23254  0.12
H 1.65914 -2.80200 6.66422  0.09
H 2.08834 -1.77876 8.14429  0.08
H 2.30328 -1.16568 6.48330  0.08
H -0.13289 -1.41937 9.13909  0.06
H -0.46037 -2.74972 8.32948  0.08
C 6.99157 0.54241 1.87738  -0.05
O 5.56273 0.38428 1.58009  -0.21
C 4.87678 1.61510 1.57836  -0.20
C 3.49580 1.26946 0.97376  -0.40
C 2.66100 2.47984 0.61338  -0.02
N 2.71867 0.37527 1.78600  0.07
H 7.49829 -0.38998 1.79677  0.07
H 7.25774 0.89931 2.86151  0.08
H 7.46902 1.17363 1.13991  0.09
H 4.87839 2.11596 2.61423  0.16
H 5.34251 2.30760 0.87284  0.12
H 3.81732 0.67804 0.08767  0.13
H 2.28378 2.91095 1.53725  0.05
H 1.82034 2.27929 -0.06518  0.07
H 3.33710 3.27080 0.26817  0.10
H 3.33418 -0.19054 2.38124  0.10
H 2.18938 0.83443 2.52112  0.09
C -0.14834 1.76166 4.35087  -0.10
O 0.92864 2.56923 3.98532  -0.20
C 0.60204 3.87408 3.62172  -0.22
C 1.87318 4.73030 3.51854  -0.44
C 2.43200 5.20243 4.88149  -0.06
N 1.58476 5.90325 2.70756  0.05
H -0.60821 2.14316 5.22936  0.08
H 0.29877 0.74388 4.54581  0.09
H -0.94743 1.55864 3.58730  0.08
H 0.10058 3.83773 2.70211  0.10
H -0.09071 4.33164 4.31801  0.13
H 2.63269 4.02088 3.12574  0.11
H 3.53061 5.25455 4.87469  0.07
H 2.27177 4.46049 5.69147  0.09
H 2.01716 6.15147 5.16461  0.07
H 2.33808 6.56638 2.88364  0.07
H 1.47411 5.70358 1.72411  0.07
C -2.25109 -4.70179 -5.46424  -0.04
O -1.29850 -3.84697 -4.72765  -0.23
C -0.28614 -3.32042 -5.48962  -0.26
C -0.20244 -1.81621 -5.32113  -0.42
C -1.47231 -1.03327 -5.81927  -0.03
N 0.99415 -1.34632 -5.97400  0.05
H -1.73301 -5.59261 -5.88364  0.10
H -2.73519 -4.08670 -6.23081  0.09
H -3.05863 -4.99518 -4.75492  0.09
H 0.64785 -3.80183 -5.12960  0.12
H -0.34020 -3.43535 -6.58559  0.13
H -0.21172 -1.58700 -4.20318  0.13
H -2.39157 -1.29250 -5.27266  0.07
H -1.61718 -1.07863 -6.89610  0.08
H -1.32712 -0.00489 -5.50452  0.06
H 0.98966 -0.34364 -5.90767  0.05
H 1.01618 -1.58271 -6.93690  0.07
C 2.38519 -4.00208 -2.56334  -0.04
O 1.51439 -4.15221 -1.41053  -0.20
C 0.34680 -3.37373 -1.36614  -0.19
C -0.89065 -4.17496 -0.82787  -0.38
C -0.70659 -4.82584 0.55300  -0.03
N -1.22423 -5.25012 -1.74050  0.06
H 3.34901 -3.67730 -2.13768  0.09
H 2.03686 -3.30033 -3.32571  0.07
H 2.33462 -5.00249 -2.97927  0.09
H 0.43483 -2.53331 -0.74202  0.08
H -0.03289 -3.01682 -2.30701  0.10
H -1.70430 -3.46497 -0.89381  0.09
H 0.19425 -5.46809 0.58986  0.09
H -1.58695 -5.46150 0.62909  0.07
H -0.76208 -4.13300 1.37836  0.05
H -0.74802 -6.11692 -1.61396  0.08
H -1.18363 -5.01123 -2.70134  0.05
C -3.87207 2.91227 -1.10616  -0.09
O -4.44296 4.19619 -1.05907  -0.19
C -3.93062 5.16654 -1.91900  -0.24
C -4.84466 6.35259 -1.95135  -0.50
C -5.09931 6.94972 -0.60029  -0.07
N -6.08674 6.13767 -2.59859  0.04
H -3.14846 2.87125 -1.93605  0.09
H -4.71725 2.21962 -1.23389  0.10
H -3.36625 2.68938 -0.16129  0.07
H -2.94983 5.41906 -1.60141  0.11
H -3.64919 4.79568 -2.93747  0.13
H -4.29351 7.07408 -2.55174  0.14
H -5.97489 7.66564 -0.67786  0.10
H -4.25839 7.54910 -0.13808  0.10
H -5.45886 6.17411 0.05368  0.06
H -5.88741 5.59146 -3.43459  0.08
H -6.66177 5.55003 -2.01392  0.08
O 1.67462 3.17855 -2.54420  -0.09
C 0.60363 3.47798 -3.41865  -0.21
C 0.13014 2.25342 -4.14434  -0.26
O 1.06610 1.76672 -5.03379  -0.04
H 1.50703 2.28247 -2.18837  0.04
H -0.18006 3.94175 -2.88036  0.09
H 1.00231 4.21386 -4.13550  0.14
H -0.74886 2.53289 -4.75324  0.14
H -0.02236 1.41947 -3.50275  0.09
H 1.86191 1.56239 -4.60323  0.02
O 3.89595 1.65062 -3.83549  -0.07
C 4.07516 0.38226 -3.07938  -0.13
C 2.70017 -0.37695 -3.01194  -0.18
O 1.73956 0.38479 -2.26830  -0.12
H 3.33041 2.19958 -3.30939  0.02
H 4.81910 -0.10369 -3.67509  0.11
H 4.31347 0.57169 -2.03310  0.10
H 2.85851 -1.38333 -2.57370  0.11
H 2.32046 -0.43102 -4.01608  0.08
H 1.76151 0.00797 -1.35130  0.07
O 2.42804 -3.11476 1.15429  -0.06
C 3.64225 -3.79318 1.44303  -0.24
C 4.86562 -2.93147 1.42641  -0.21
O 5.12151 -2.51841 0.05153  -0.07
H 2.22713 -3.23428 0.21038  0.05
H 3.66533 -4.31130 2.39752  0.11
H 3.82949 -4.66285 0.78197  0.13
H 5.71421 -3.44163 1.77929  0.10
H 4.79623 -2.03101 1.98706  0.09
H 5.05935 -1.57630 0.08179  0.03
O -4.36444 -4.64401 -1.93885  -0.07
C -4.26095 -3.32746 -1.45123  -0.27
C -3.89583 -2.41740 -2.57942  -0.24
O -4.90356 -2.21402 -3.60838  -0.09
H -3.54531 -5.13198 -1.74049  0.06
H -5.22955 -2.98251 -1.08497  0.12
H -3.58985 -3.18752 -0.57476  0.11
H -3.02167 -2.79962 -3.09693  0.09
H -3.63389 -1.39957 -2.23515  0.12
H -5.13301 -3.05723 -4.07889  0.10
O -5.44004 0.68967 3.49632  -0.08
C -4.74291 -0.39345 2.96875  -0.25
C -3.25673 0.07401 2.87653  -0.23
O -3.09399 1.27574 2.08898  -0.11
H -6.41275 0.60766 3.33304  0.12
H -4.90643 -1.21425 3.63374  0.11
H -4.99954 -0.61734 1.94628  0.11
H -2.72475 -0.82470 2.49452  0.10
H -2.83620 0.23979 3.88612  0.10
H -3.80784 1.93430 2.34153  0.12
O 0.79350 -0.44894 0.11583  -0.14
C -0.38366 0.37376 0.14964  -0.23
C -1.45659 -0.29960 -0.57478  -0.27
O -1.12514 -0.42519 -1.91666  -0.05
H 1.39297 -0.24812 0.94516  0.07
H -0.72191 0.52627 1.16446  0.11
H -0.28484 1.34769 -0.26773  0.11
H -2.39787 0.21659 -0.50472  0.11
H -1.60187 -1.32084 -0.11753  0.13
H -0.18749 -0.59155 -1.94881  0.03

Properties
Energy relative to the best compared isomer or geometry (same formula, charge and spin) (kJ/mol): 267.8
Total energy (eV): -84774.68396
SMILES: COC[C@H](C)N.COC[C@H](C)N.COC[C@H](C)N.COC[C@H](C)N.COC[C@H](C)N.COC[C@H](C)N.OCCO.OCCO.OCCO.OCCO.OCCO.OCCO
Gap between HOMO and LUMO (eV): 9.37
Largest force on an atom (Eh/bohr): 0.0600

(5)
Formula: C7H12O5Zn
Source: OMol25
Level of theory: ωB97M-V/def2-TZVPD

Last column: natural (NBO) charge in e.
Geometry (Å):
O 0.62320 -2.79853 0.92055  -0.89
C 1.89231 -2.69175 1.18356  0.18
C 2.59041 -1.53372 0.91462  -0.15
O 1.89045 -0.66141 0.06899  -0.65
C 2.49804 -0.06990 -1.07521  -0.07
C 1.70408 1.15200 -1.49172  -0.08
O 1.83672 2.20885 -0.57897  -0.55
C 0.67795 2.95035 -0.28256  -0.24
H 2.45720 -3.58142 1.49461  0.16
H 3.67631 -1.51516 0.80933  0.18
H 2.53403 -0.81270 -1.88669  0.18
H 3.53186 0.20578 -0.82265  0.20
H 2.13682 1.51238 -2.43524  0.18
H 0.64525 0.92993 -1.71624  0.17
H 0.91264 4.00946 -0.44248  0.17
H -0.17210 2.66563 -0.92576  0.16
H 0.41291 2.81054 0.77733  0.20
O -1.77466 -1.09478 -0.66220  -0.66
C -2.53550 -0.27897 -0.09002  0.43
C -2.03419 0.56913 1.00408  -0.17
O -0.67433 0.61627 0.99020  -0.99
Zn -0.05798 -0.98959 0.32739  1.67
H -3.61906 -0.29597 -0.30402  0.16
H -2.48675 1.57569 0.85760  0.19
H -2.29668 0.06558 2.24162  0.20

Properties
Energy relative to the best compared isomer or geometry (same formula, charge and spin) (kJ/mol): 0.0
Total energy (eV): -66105.76227
Gap between HOMO and LUMO (eV): 6.93
Largest force on an atom (Eh/bohr): 0.0767

(6)
Formula: C12H33ClIN2P2STl
Source: OMol25
Level of theory: ωB97M-V/def2-TZVPD

Last column: Löwdin charge in e.
Geometry (Å):
C -2.17016 0.06597 -0.88501  -0.24
I 1.63578 0.16283 1.32706  0.75
H -2.74150 0.11464 -1.82680  0.00
H -2.33512 0.96363 -0.27670  -0.01
H -2.40925 -0.85269 -0.33649  -0.01
Tl -0.13035 -0.03061 -1.78728  0.49
P 0.22449 2.52630 -0.41189  0.60
C -0.08244 3.36247 1.21148  -0.29
C 1.90839 3.14853 -0.81282  -0.28
H 1.85295 4.23038 -1.00485  0.06
H -0.39752 4.64798 -1.41263  0.06
H 2.26027 2.61756 -1.70943  0.03
H -0.65757 3.27904 -2.55169  0.05
H 0.74422 3.15177 1.89968  0.02
H 2.58689 2.93441 0.02283  0.03
C -0.76781 3.61959 -1.51186  -0.26
H -0.17499 4.44465 1.04571  0.07
H -1.82699 3.56490 -1.22891  0.06
H -1.00538 2.96164 1.64972  0.02
P 0.14429 -2.45876 -0.40461  0.64
C -0.17377 -3.15016 1.28351  -0.28
C -0.85490 -3.61001 -1.43564  -0.25
H 2.21459 -2.58768 -1.64261  0.03
H 1.77208 -4.18491 -0.92142  0.06
H 2.48862 -2.87546 0.10470  0.04
C 1.83150 -3.09913 -0.74647  -0.27
H -0.79859 -3.28643 -2.48671  0.05
H -0.44507 -4.62503 -1.33563  0.06
H -0.14018 -4.24901 1.24122  0.07
H -1.15968 -2.80942 1.62782  0.02
H -1.90348 -3.58350 -1.11129  0.06
H 0.58021 -2.76755 1.98316  0.01
Cl 1.71875 0.04452 -3.49921  -0.03
C -1.40158 -2.15381 7.02825  -0.06
C -0.38237 -1.69746 6.00204  -0.20
N -1.05924 -0.91453 4.94256  0.03
C -0.36710 -0.08782 4.13705  -0.75
S -0.90804 0.07338 2.53298  0.69
N 0.69810 0.57993 4.69217  0.00
C 0.37361 1.48798 5.82493  -0.22
C 1.59530 1.82129 6.66210  -0.06
H -2.02011 -1.30801 7.33682  0.09
H -0.89885 -2.54810 7.91757  0.10
H -2.05327 -2.93146 6.61031  0.09
H 0.38540 -1.04572 6.42746  0.11
H 0.10346 -2.58144 5.55643  0.14
H -1.80695 -1.41947 4.44837  0.15
H 1.29404 1.01380 3.98511  0.05
H -0.05794 2.41411 5.40601  0.13
H -0.37494 0.94996 6.41487  0.11
H 2.24456 2.51435 6.11657  0.08
H 1.32660 2.27360 7.62472  0.10
H 2.14954 0.90786 6.89112  0.08

Properties
Energy relative to the best compared isomer or geometry (same formula, charge and spin) (kJ/mol): 38.2
Total energy (eV): -70673.10278
Total charge: +2
Gap between HOMO and LUMO (spin up / spin down) (eV): 4.54 / 4.83
Largest force on an atom (Eh/bohr): 0.0582